{
  "formula": "C2H6N6",
  "method": "the ωB97M-V functional and the def2-TZVPD basis",
  "fmax_ha_per_bohr": 0.10770,
  "homo_energy_ha": -0.3188,
  "smiles": "[H]/N=c1/nnn(C)n1N",
  "e_tot_ha": -408.121095,
  "multiplicity": 1,
  "symbols": ["H", "N", "C", "N", "N", "N", "C", "N", "N", "H", "H", "H", "H", "H"],
  "positions_angstrom": [[-1.680, 2.116, 0.457], [-0.808, 2.678, 0.109], [0.095, 1.672, 0.024], [1.592, 1.646, -0.178], [1.825, 0.376, -0.637], [0.782, -0.328, -0.265], [0.949, -1.804, -0.135], [-0.264, 0.304, 0.337], [-1.494, -0.115, 0.076], [1.819, -1.996, -0.643], [0.229, -2.616, -0.723], [0.898, -2.208, 1.066], [-2.020, 0.428, -0.651], [-1.924, -0.153, 1.163]],
  "lowdin_charge": [0.04, 0.07, -0.37, 0.05, 0.07, -0.23, -0.04, -0.20, 0.02, 0.01, 0.12, 0.15, 0.11, 0.20]
}

---

{
  "formula": "C2H6N6",
  "method": "the ωB97M-V functional and the def2-TZVPD basis",
  "fmax_ha_per_bohr": 0.12769,
  "homo_energy_ha": -0.2895,
  "e_tot_ha": -408.090569,
  "multiplicity": 1,
  "symbols": ["C", "C", "H", "H", "H", "H", "H", "H", "N", "N", "N", "N", "N", "N"],
  "positions_angstrom": [[0.134, 0.611, 0.311], [0.207, 0.100, 1.673], [-0.021, 1.683, -2.309], [1.052, 2.870, -1.628], [0.913, 0.380, 2.513], [-0.720, -2.163, 0.270], [1.197, -0.851, -1.654], [-0.671, -1.524, -2.349], [0.753, 1.827, -1.548], [0.574, 1.651, -0.153], [-0.390, -1.068, 1.765], [-0.952, -1.260, 0.637], [-0.615, -0.463, -0.402], [0.089, -1.354, -1.263]],
  "lowdin_charge": [-0.36, -0.08, 0.11, 0.10, 0.12, 0.11, 0.20, 0.20, -0.06, -0.01, 0.05, -0.13, -0.18, -0.06]
}

---

{
  "formula": "C2H6NO",
  "method": "the ωB97M-V functional and the def2-TZVPD basis",
  "fmax_ha_per_bohr": 0.06102,
  "homo_energy_ha": -0.5652,
  "smiles": "[NH3+]CC=O",
  "e_tot_ha": -209.483824,
  "charge": 1,
  "multiplicity": 1,
  "symbols": ["N", "C", "C", "O", "H", "H", "H", "H", "H", "H"],
  "positions_angstrom": [[-0.191, 0.296, 1.185], [-0.107, 0.434, -0.509], [0.325, -0.908, -1.127], [0.635, -1.957, -0.601], [0.282, 1.189, 1.536], [0.375, -0.546, 1.550], [-1.096, 0.211, 1.615], [0.614, 1.310, -0.419], [-1.134, 0.724, -0.928], [0.297, -0.752, -2.302]],
  "lowdin_charge": [0.17, 0.01, -0.24, 0.09, 0.18, 0.18, 0.14, 0.14, 0.15, 0.17]
}

---

{
  "formula": "C2H6NO",
  "method": "the ωB97M-V functional and the def2-TZVPD basis",
  "fmax_ha_per_bohr": 0.06780,
  "homo_energy_ha": -0.5669,
  "smiles": "[NH2+]=CCO",
  "e_tot_ha": -209.463854,
  "charge": 1,
  "multiplicity": 1,
  "symbols": ["N", "C", "C", "O", "H", "H", "H", "H", "H", "H"],
  "positions_angstrom": [[-0.850, 0.577, 1.399], [-0.702, 0.027, 0.152], [0.629, -0.116, -0.544], [0.675, -1.097, -1.567], [-1.872, 0.990, 1.440], [-0.126, 0.913, 2.185], [-1.583, -0.564, -0.241], [1.349, -0.502, 0.216], [1.056, 0.821, -0.837], [1.425, -1.049, -2.202]],
  "lowdin_charge": [0.15, 0.06, -0.21, -0.04, 0.20, 0.22, 0.18, 0.16, 0.14, 0.14]
}